Run 1
DFT (ωB97M-V/def2-TZVPD) results for a 2-piece molecular cluster, C3H8N2OS overall.

- HOMO level (Ha) = -0.347
- multiplicity = 1
- LUMO level (eV) = 0.57

Last columns: bonded neighbours and bond lengths (Å).
Geometry (Å):
1 S -1.996 -0.041 -0.538  N3 1.757, H8 1.465
2 O 1.165 -0.144 -1.055  C5 1.409, C6 1.425
3 N -1.091 -0.384 0.929  S1 1.757, C7 1.409, H13 1.076
4 N 0.754 -0.549 2.310  C7 1.236, H9 1.085
5 C 1.082 0.513 0.188  O2 1.409, C7 1.501, H10 1.103, H11 1.152
6 C 1.874 0.740 -1.920  O2 1.425, H12 1.329, H15 1.241
7 C 0.283 -0.243 1.209  N3 1.409, N4 1.236, C5 1.501
8 H -1.712 -1.377 -1.069  S1 1.465
9 H -0.074 -0.884 2.927  N4 1.085
10 H 0.740 1.521 -0.102  C5 1.103
11 H 2.155 0.750 0.534  C5 1.152
12 H 1.365 0.538 -3.131  C6 1.329
13 H -1.610 -0.877 1.731  N3 1.076
14 H 1.585 2.118 -1.520  no bonds
15 H 3.086 0.483 -1.842  C6 1.241

Run 2
DFT (ωB97M-V/def2-TZVPD) results for C3H8N2OS in the gas phase.

- HOMO level (Ha) = -0.350
- SMILES = NC(=O)NCCS
- multiplicity = 1
- LUMO level (eV) = 0.54

Last columns: bonded neighbours and bond lengths (Å).
Geometry (Å):
1 S 0.225 -0.848 -2.643  C6 1.790, H11 1.292
2 O -0.758 1.095 2.640  C7 1.313
3 N -0.300 1.925 0.551  C7 1.366, H10 1.035, H12 1.007
4 N 0.596 -0.256 1.310  C5 1.428, C7 1.422, H9 1.033
5 C 0.920 -0.704 -0.006  N4 1.428, C6 1.555, H8 1.080, H14 1.134
6 C -0.234 -1.164 -0.941  S1 1.790, C5 1.555, H13 1.090, H15 1.021
7 C -0.163 0.934 1.480  O2 1.313, N3 1.366, N4 1.422
8 H 1.577 -1.561 0.013  C5 1.080
9 H 0.825 -0.767 2.179  N4 1.033
10 H -0.565 1.630 -0.405  N3 1.035
11 H -0.890 -0.270 -2.948  S1 1.292
12 H -1.053 2.453 0.961  N3 1.007
13 H -1.055 -0.460 -0.805  C6 1.090
14 H 1.557 0.070 -0.536  C5 1.134
15 H -0.682 -2.078 -0.851  C6 1.021

Run 3
DFT (ωB97M-V/def2-TZVPD) results for C3H8N2OS in the gas phase.

- HOMO level (spin up / spin down) (Ha) = -0.273 / -0.273
- multiplicity = 1
- LUMO level (spin up / spin down) (eV) = 0.49 / 0.50

Last columns: bonded neighbours and bond lengths (Å).
Geometry (Å):
1 S 0.197 -0.793 0.286  O2 1.828, N3 1.851, C7 1.850
2 O 1.665 -0.028 -0.488  S1 1.828, C6 1.373
3 N -1.453 -1.533 -0.114  S1 1.851, N4 1.256
4 N -2.225 -0.604 -0.458  N3 1.256, C5 1.479, H15 1.112
5 C -2.064 0.773 0.056  N4 1.479, C7 1.519, H10 1.062, H14 1.071
6 C 2.871 -0.556 -0.095  O2 1.373, H8 1.028, H9 1.165, H13 1.126
7 C -0.582 0.884 0.369  S1 1.850, C5 1.519, H11 1.131, H12 1.136
8 H 3.080 -0.501 0.909  C6 1.028
9 H 2.979 -1.700 -0.286  C6 1.165
10 H -2.650 0.955 0.923  C5 1.062
11 H 0.121 1.527 -0.240  C7 1.131
12 H -0.292 1.278 1.395  C7 1.136
13 H 3.827 -0.159 -0.538  C6 1.126
14 H -2.317 1.413 -0.764  C5 1.071
15 H -3.158 -0.955 -0.954  N4 1.112

Most stable: run 2 (next structure +0.1439 hartree)

Run 1
DFT (ωB97M-V/def2-TZVPD) results for a 2-piece molecular cluster, C2H8N2 overall.

- HOMO level (spin up / spin down) (Ha) = 0.055 / -0.172
- multiplicity = 2
- LUMO level (spin up / spin down) (eV) = 3.11 / 2.99
- charge = -1

Last columns: bonded neighbours and bond lengths (Å).
Geometry (Å):
1 N -3.449 2.311 -0.980  C3 1.360, H7 1.004, H12 1.022
2 N -4.284 0.673 -2.360  C3 1.278, H9 1.012
3 C -3.794 1.020 -1.232  N1 1.360, N2 1.278, H5 1.112
4 C 5.173 -1.924 1.851  H6 1.086, H8 1.081, H10 1.099, H11 1.090
5 H -3.766 0.509 -0.244  C3 1.112
6 H 5.932 -1.147 1.866  C4 1.086
7 H -3.791 3.001 -1.623  N1 1.004
8 H 4.415 -1.823 1.086  C4 1.081
9 H -4.028 -0.241 -2.711  N2 1.012
10 H 5.724 -2.872 1.790  C4 1.099
11 H 4.638 -1.996 2.798  C4 1.090
12 H -2.768 2.488 -0.239  N1 1.022

Run 2
DFT (ωB97M-V/def2-TZVPD) results for a 2-piece molecular cluster, C2H8N2 overall.

- HOMO level (spin up / spin down) (Ha) = 0.051 / -0.202
- multiplicity = 2
- LUMO level (spin up / spin down) (eV) = 3.83 / 4.15
- charge = -1

Last columns: bonded neighbours and bond lengths (Å).
Geometry (Å):
1 N 1.370 1.452 -3.330  C3 1.359, H5 1.008, H7 1.002
2 N 2.500 0.139 -1.812  C3 1.274, H8 1.030
3 C 1.406 0.516 -2.345  N1 1.359, N2 1.274, H11 1.093
4 C -2.217 -1.028 3.644  H6 1.088, H9 1.089, H10 1.085, H12 1.087
5 H 0.646 1.546 -4.025  N1 1.008
6 H -1.365 -1.225 2.997  C4 1.088
7 H 2.217 1.945 -3.536  N1 1.002
8 H 2.271 -0.669 -1.216  N2 1.030
9 H -1.943 -1.521 4.575  C4 1.089
10 H -3.118 -1.446 3.207  C4 1.085
11 H 0.445 0.237 -1.904  C3 1.093
12 H -2.212 0.055 3.746  C4 1.087

Run 3
DFT (ωB97M-V/def2-TZVPD) results for a 2-piece molecular cluster, C2H8N2 overall.

- HOMO level (spin up / spin down) (Ha) = 0.044 / -0.176
- multiplicity = 2
- LUMO level (spin up / spin down) (eV) = 4.01 / 3.93
- charge = -1

Last columns: bonded neighbours and bond lengths (Å).
Geometry (Å):
1 N -2.441 1.380 0.799  H7 1.015, H9 1.018, H10 1.019
2 N 0.384 -0.422 0.324  C3 1.379, H6 1.012, H8 1.022
3 C 1.111 -0.577 -0.838  N2 1.379, C4 1.334, H12 1.081
4 C 2.306 -1.168 -0.882  C3 1.334, H5 1.082, H11 1.085
5 H 2.835 -1.347 -1.809  C4 1.082
6 H 0.920 -0.412 1.183  N2 1.012
7 H -2.909 1.411 -0.101  N1 1.015
8 H -0.357 0.281 0.329  N2 1.022
9 H -2.763 2.065 1.480  N1 1.018
10 H -2.511 0.442 1.192  N1 1.019
11 H 2.818 -1.531 0.004  C4 1.085
12 H 0.608 -0.122 -1.680  C3 1.081

Most stable: run 2 (next structure +0.0023 hartree)

Run 1
DFT (ωB97M-V/def2-TZVPD) results for a 2-piece molecular cluster, C2H3O3S2 overall.

- HOMO level (Ha) = -0.164
- multiplicity = 1
- LUMO level (eV) = 3.01
- charge = -1

Last columns: bonded neighbours and bond lengths (Å).
Geometry (Å):
1 S 0.340 -0.094 1.899  S2 1.928, O4 1.490, O5 1.400, H9 1.497
2 S 0.203 1.708 1.228  S1 1.928
3 O -0.022 -1.308 -4.226  C7 1.219
4 O -0.824 -0.557 2.706  S1 1.490
5 O 1.598 -0.570 2.292  S1 1.400
6 C 0.093 0.118 -2.165  C7 1.303, H8 1.092, H10 1.018
7 C 0.106 -0.531 -3.296  O3 1.219, C6 1.303
8 H -0.153 -0.470 -1.279  C6 1.092
9 H 0.269 -0.752 0.557  S1 1.497
10 H 0.473 1.060 -2.097  C6 1.018

Run 2
DFT (ωB97M-V/def2-TZVPD) results for a 2-piece molecular cluster, C2H3O3S2 overall.

- HOMO level (Ha) = -0.155
- multiplicity = 1
- LUMO level (eV) = 3.61
- charge = -1

Last columns: bonded neighbours and bond lengths (Å).
Geometry (Å):
1 S 0.642 -0.780 -1.203  S2 2.034, O3 1.479, O4 1.624, O5 1.445
2 S -1.308 -1.327 -1.016  S1 2.034
3 O 1.352 -1.721 -2.096  S1 1.479
4 O 1.353 -0.860 0.256  S1 1.624, H8 0.919
5 O 0.836 0.605 -1.564  S1 1.445
6 C -0.618 1.362 1.696  C7 1.218, H10 0.973
7 C -1.361 0.771 0.932  C6 1.218, H9 1.048
8 H 0.979 -0.091 0.593  O4 0.919
9 H -2.085 0.426 0.258  C7 1.048
10 H 0.208 1.615 2.144  C6 0.973

Run 3
DFT (ωB97M-V/def2-TZVPD) results for a 2-piece molecular cluster, C2H3O3S2 overall.

- HOMO level (Ha) = -0.099
- multiplicity = 1
- LUMO level (eV) = 3.11
- charge = -1

Last columns: bonded neighbours and bond lengths (Å).
Geometry (Å):
1 S -1.010 2.370 0.556  S2 2.619, H9 1.485
2 S 0.764 0.777 -0.529  S1 2.619, C7 1.590
3 O -0.369 -1.605 -0.837  C7 1.416, H8 1.054
4 O -1.508 -3.508 0.725  C6 1.136
5 O 0.548 -4.134 0.023  C6 1.138
6 C -0.486 -3.739 0.288  O4 1.136, O5 1.138
7 C 0.492 -0.736 -0.124  S2 1.590, O3 1.416, H10 1.115
8 H -0.956 -0.851 -1.281  O3 1.054
9 H -1.887 2.199 -0.630  S1 1.485
10 H 1.020 -1.150 0.767  C7 1.115

Most stable: run 3 (next structure +0.0294 hartree)